# 1
# C5H10B2NO3S

The ion C5H10B2NO3S with charge -1 at a distorted geometry (wB97M-V/def2-TZVPD, the Open Molecules 2025 dataset).

The max |F| is 2.51 eV/A. Its electronic energy is -25172.308 eV. The HOMO energy comes out at -5.0 eV.

```
! RIJCOSX wB97M-V def2-TZVPD def2/J DEFGRID3
* xyz -1 1
S -0.94 2.21 -2.21
O -0.65 0.41 1.05
O 0.71 -1.38 -1.74
O -2.59 -0.83 0.91
N -2.69 1.46 -0.19
C -1.66 -1.36 0.01
C 2.35 -0.43 -0.05
C -0.30 -0.89 0.60
C -1.86 1.87 -0.92
C 2.26 1.06 0.40
B -2.12 0.54 1.01
B 0.90 -0.91 -0.45
H 0.00 -1.51 1.46
H 2.07 1.11 1.46
H 0.06 -0.81 -2.17
H 2.74 -1.04 0.76
H -1.76 -2.42 -0.18
H 1.39 1.50 -0.07
H -2.43 1.14 2.03
H 3.16 1.61 0.14
H -1.70 -0.83 -0.95
H 3.04 -0.51 -0.88
*
```

# 2
# C5H20N2O6

A cluster of 7 separate species, C5H20N2O6 in total (wB97M-V/def2-TZVPD, the Open Molecules 2025 dataset).

The max |F| is 0.63 eV/A. As for the energy relative to the best compared isomer or geometry (same formula, charge and spin): 12.17 kcal per mole. Its electronic energy is -20775.870 eV. The HOMO energy comes out at -9.2 eV.

```
! RIJCOSX wB97M-V def2-TZVPD def2/J DEFGRID3
* xyz 0 1
O -1.72 0.27 2.14
O -3.47 0.99 -0.05
O 2.10 2.31 0.27
O 3.04 0.14 -1.23
O 0.83 1.33 2.53
O 0.81 2.24 -2.16
N -0.91 -0.02 -1.64
N -1.05 -2.14 -1.06
C -0.40 -0.11 -0.37
C -0.50 -1.43 -0.02
C 1.41 -2.57 1.15
C -0.04 -2.12 1.23
C -1.27 -1.27 -2.00
H 0.01 0.76 0.14
H 2.25 -0.42 -1.23
H -0.16 -1.44 2.07
H 2.93 0.68 -2.02
H 1.71 -3.15 2.02
H -0.70 -2.96 1.43
H -0.08 1.01 2.39
H 2.07 -1.71 1.02
H -2.24 -0.06 2.89
H 2.64 1.57 -0.07
H -0.85 0.80 -2.22
H -1.55 -0.50 1.56
H -2.96 1.02 0.78
H 1.66 2.02 1.09
H 1.23 2.36 -1.26
H 1.57 -3.21 0.28
H -2.80 0.73 -0.71
H 0.74 2.04 3.18
H -1.72 -1.46 -2.97
H 0.92 3.10 -2.59
*
```

Q: max |F| of number 2 (C5H20N2O6)?
A: 0.63 eV/A

Q: Among the records above, which one has the lowest max |F|?
A: C5H20N2O6

Please write out number 1 again, unchanged.
# C5H10B2NO3S

The ion C5H10B2NO3S with charge -1 at a distorted geometry (wB97M-V/def2-TZVPD, the Open Molecules 2025 dataset).

The max |F| is 2.51 eV/A. Its electronic energy is -25172.308 eV. The HOMO energy comes out at -5.0 eV.

```
! RIJCOSX wB97M-V def2-TZVPD def2/J DEFGRID3
* xyz -1 1
S -0.94 2.21 -2.21
O -0.65 0.41 1.05
O 0.71 -1.38 -1.74
O -2.59 -0.83 0.91
N -2.69 1.46 -0.19
C -1.66 -1.36 0.01
C 2.35 -0.43 -0.05
C -0.30 -0.89 0.60
C -1.86 1.87 -0.92
C 2.26 1.06 0.40
B -2.12 0.54 1.01
B 0.90 -0.91 -0.45
H 0.00 -1.51 1.46
H 2.07 1.11 1.46
H 0.06 -0.81 -2.17
H 2.74 -1.04 0.76
H -1.76 -2.42 -0.18
H 1.39 1.50 -0.07
H -2.43 1.14 2.03
H 3.16 1.61 0.14
H -1.70 -0.83 -0.95
H 3.04 -0.51 -0.88
*
```